Formula: C5H7NO3
Source: OMol25
Level of theory: ωB97M-V with the def2-TZVPD basis set

Its multiplicity is 3. The value obtained for the HOMO energy (alpha / beta) is -5.85 / -8.74 eV. Its LUMO energy (alpha / beta) is 0.66 / -2.67 eV. Its gap between HOMO and LUMO (alpha / beta) is 6.52 / 6.07 eV. The value obtained for the electronic energy is -12920.4380 eV.

Element x y z (Å)
C -0.31 0.84 2.11
C 0.49 -1.05 -0.87
C -0.70 0.71 0.84
C 0.20 -1.49 0.32
C 1.99 -0.92 -1.28
N -1.36 1.04 -0.14
O -1.05 1.07 -1.32
O -2.79 1.23 0.10
O 0.01 -1.94 1.39
H -0.13 1.83 2.53
H -0.14 -0.09 2.62
H -0.19 -0.56 -1.64
H 1.90 0.09 -1.80
H 2.67 -0.96 -0.44
H 2.36 -1.77 -1.94
H -2.96 1.97 -0.47

***

Formula: C5H7NO3P
Source: OMol25
Level of theory: ωB97M-V with the def2-TZVPD basis set

The value obtained for the HOMO energy is -3.66 eV. Its charge is -1. Its LUMO energy is 3.81 eV. Its gap between HOMO and LUMO is 7.47 eV. The value obtained for the electronic energy is -22220.0251 eV. The SMILES is O=C1/C=C(/[O-])OPCCN1.

Element x y z (Å)
O -1.08 1.09 -2.10
C -0.96 0.03 -1.52
C -0.85 -1.26 -2.21
C -0.23 -2.37 -1.69
O -0.36 -3.57 -1.98
O 0.83 -2.14 -0.67
P 1.70 -0.85 -0.37
C 0.86 -0.04 1.12
C -0.31 0.77 0.69
N -1.24 0.03 -0.09
H -1.36 -1.46 -3.10
H 1.11 0.03 -1.36
H 1.34 0.66 1.93
H 0.60 -0.79 1.91
H -1.02 0.97 1.51
H -0.14 1.71 0.10
H -1.32 -0.82 0.43

***

Formula: C5H7NO3S
Source: OMol25
Level of theory: ωB97M-V with the def2-TZVPD basis set

The value obtained for the HOMO energy is -9.45 eV. Its LUMO energy is 0.20 eV. Its gap between HOMO and LUMO is 9.64 eV. The value obtained for the electronic energy is -23762.9372 eV. The SMILES is COC1=NC=C(C)S1(=O)=O.

Element x y z (Å)
C 1.70 -2.85 0.04
O 1.76 -1.51 -0.47
C 0.71 -0.78 -0.30
N -0.44 -1.10 0.08
C -1.30 -0.04 0.31
C -0.98 1.18 -0.03
C -1.69 2.45 0.28
S 0.69 1.14 -0.64
O 0.81 1.42 -2.07
O 1.47 1.85 0.38
H 2.40 -3.46 -0.57
H 0.64 -3.29 0.10
H 2.04 -2.88 1.25
H -2.24 -0.18 0.69
H -2.72 2.29 0.16
H -1.47 3.08 -0.49
H -1.38 2.69 1.29

***

Which formula does entry 3 have?
C5H7NO3S

***

Which of these has the highest electronic energy?
C5H7NO3